# 1
A cluster of 13 separate species, C24H55BrClN14O26 in total in a non-equilibrium geometry, computed with the ωB97M-V functional and the def2-TZVPD basis.

Properties
Spin multiplicity: 1
Net charge: +1
Gap between HOMO and LUMO in eV: 8.356

Geometry (Å):
C: -3.48912 -0.25977 0.02318
C: -2.29300 -1.21079 0.17079
Br: -2.52938 -2.30293 1.75543
C: -1.04403 -0.36052 0.28638
N: 0.24889 -1.05329 0.38423
C: 1.17773 -0.71068 1.22180
C: 1.08023 0.30724 2.30136
C: 0.15190 -0.13738 3.47143
C: 0.87208 -0.10399 4.81144
N: 2.13639 -0.75970 4.88092
O: 0.36451 0.44548 5.77911
C: 2.43755 -1.44103 0.97199
C: 2.20445 -2.06985 -0.40519
Cl: 3.06314 -3.60625 -0.56247
C: 0.66410 -2.17562 -0.50955
C: 0.06021 -3.53922 -0.16868
C: 0.25573 -4.09096 1.22286
O: -0.42392 -5.02554 1.63153
H: -3.33392 0.61865 0.64962
H: -4.41139 -0.74053 0.32725
H: -3.55696 0.08794 -0.99828
H: -2.27566 -1.83531 -0.71926
H: -1.16503 0.32716 1.11211
H: -0.99026 0.24256 -0.62193
H: 2.09383 0.47747 2.64707
H: 0.68257 1.21320 1.84358
H: -0.69902 0.53434 3.53076
H: -0.24319 -1.14114 3.30800
H: 2.87036 -0.16156 4.51663
H: 2.09904 -1.59683 4.30869
H: 3.24765 -0.71175 0.91509
H: 2.70882 -2.15279 1.74745
H: 2.55474 -1.41035 -1.19209
H: 0.32175 -1.96510 -1.52181
H: -1.01167 -3.52388 -0.34877
H: 0.47075 -4.27334 -0.85973
H: 1.01798 -3.65673 1.89365
C: -1.85227 -7.49171 2.98922
N: -3.20544 -7.70571 3.57204
O: -4.12020 -7.04900 3.12095
O: -3.29918 -8.51835 4.46172
H: -1.93184 -6.74398 2.21509
H: -1.20163 -7.16279 3.79288
H: -1.51518 -8.44404 2.59152
C: -6.19192 2.50087 -3.14806
N: -5.25491 1.63817 -2.37885
O: -4.25310 2.14266 -1.89919
O: -5.55459 0.46863 -2.27615
H: -5.79499 3.50642 -3.16154
H: -6.26038 2.09050 -4.14765
H: -7.15303 2.45142 -2.64307
C: 6.71238 -0.16195 3.67203
N: 5.39872 0.27424 3.12855
O: 5.13021 0.03156 1.97159
O: 4.65594 0.86428 3.88889
H: 7.25612 -0.66387 2.88119
H: 7.22613 0.73243 4.01468
H: 6.50850 -0.82452 4.50759
C: 0.30378 4.47742 -0.90126
N: 0.38822 3.05401 -0.48360
O: -0.44347 2.61940 0.28645
O: 1.30056 2.38678 -0.93212
H: -0.55392 4.92116 -0.41215
H: 1.23208 4.95507 -0.60265
H: 0.19641 4.48088 -1.98273
C: -8.12315 -2.40272 -1.06275
N: -8.85641 -1.53045 -2.02202
O: -9.20742 -0.43736 -1.63381
O: -9.04643 -1.97693 -3.12913
H: -8.02994 -1.87161 -0.12372
H: -8.69946 -3.31500 -0.94756
H: -7.15182 -2.61332 -1.49869
C: -3.90599 3.59437 -7.56483
N: -4.76210 2.89372 -6.57584
O: -4.65814 1.69448 -6.45381
O: -5.53118 3.57544 -5.92525
H: -3.27526 2.86249 -8.05070
H: -4.56607 4.08914 -8.27146
H: -3.32147 4.32255 -7.01207
C: 5.22471 -4.31159 -3.35562
N: 5.88516 -3.93440 -4.63471
O: 6.27377 -2.78895 -4.73981
O: 6.00586 -4.79628 -5.46932
H: 5.21450 -3.44252 -2.71015
H: 4.22088 -4.64942 -3.59468
H: 5.80496 -5.11836 -2.91876
C: 0.10747 0.85577 -3.58859
N: -0.41187 1.96444 -4.43048
O: -0.64712 3.02070 -3.87753
O: -0.55349 1.73949 -5.60405
H: 0.18612 1.23302 -2.57780
H: -0.59192 0.02709 -3.66427
H: 1.08023 0.57722 -3.98275
C: -0.40737 -0.38881 8.76918
N: -0.99962 -0.99444 9.99338
O: -2.20365 -0.95799 10.11624
O: -0.22765 -1.48827 10.78424
H: -1.20938 0.00766 8.16031
H: 0.27235 0.39473 9.08687
H: 0.13586 -1.17073 8.24936
C: -4.93572 7.34582 -5.05030
N: -4.13984 7.11244 -6.28509
O: -3.10588 6.48033 -6.18974
O: -4.58275 7.56131 -7.31401
H: -4.41778 6.88347 -4.21952
H: -5.02346 8.41987 -4.92094
H: -5.91192 6.89953 -5.21132
C: 8.28288 -0.76449 -2.53809
N: 8.08592 -1.40745 -1.20880
O: 7.15884 -2.18587 -1.08972
O: 8.85212 -1.10484 -0.32560
H: 7.51265 -1.14430 -3.19922
H: 8.19451 0.30705 -2.38927
H: 9.27574 -1.02217 -2.89204
C: 4.98918 4.52591 4.35215
N: 6.06548 4.35988 5.36701
O: 6.71251 3.33267 5.33236
O: 6.22045 5.26096 6.15339
H: 4.98488 3.63659 3.73384
H: 4.05044 4.64701 4.88334
H: 5.21705 5.41451 3.77203

# 2
A cluster of 3 separate species, C24H55Cl2N8O2 in total in a non-equilibrium geometry, computed with the ωB97M-V functional and the def2-TZVPD basis.

Properties
Spin multiplicity: 1
Net charge: +1
Gap between HOMO and LUMO in eV: 8.292

Geometry (Å):
C: -1.37381 0.51870 -7.27334
C: -1.74307 -0.23744 -5.97429
C: -0.80452 0.01324 -4.77814
C: -0.46268 1.48752 -4.51634
C: -1.66445 2.39784 -4.15282
N: -2.70218 1.78091 -3.31388
C: -2.44252 1.16866 -2.17284
N: -3.27377 0.60573 -1.31842
C: -2.63775 0.09722 -0.27935
C: -3.28201 -0.57674 0.88872
C: -3.20612 0.40459 2.10324
C: -1.96067 0.23924 3.01345
N: -1.16219 1.45706 3.14240
N: -1.34841 0.32604 -0.49063
N: -0.31281 -0.08640 0.36160
C: -0.17502 -1.56609 0.33086
C: 1.29840 -2.05227 0.23196
C: 1.68110 -2.78363 1.55601
N: -1.22031 1.00299 -1.63444
C: -4.10026 1.91370 -3.74941
Cl: -4.86223 3.02498 -2.52779
C: -4.83524 0.51818 -3.90139
C: -5.45417 0.42885 -5.30765
Cl: -6.27105 0.46920 -2.78863
H: -2.12379 1.25429 -7.58386
H: -0.39091 0.99735 -7.25705
H: -1.33827 -0.20932 -8.09062
H: -1.66836 -1.30710 -6.20112
H: -2.79002 -0.07803 -5.70284
H: 0.14442 -0.50348 -4.97672
H: -1.21866 -0.49442 -3.89575
H: -0.03669 1.89937 -5.43622
H: 0.34963 1.56149 -3.77981
H: -2.09997 2.81199 -5.06060
H: -1.27613 3.26036 -3.58683
H: -4.33919 -0.66238 0.62903
H: -2.83372 -1.54930 1.08810
H: -3.21447 1.43966 1.73970
H: -4.09567 0.32091 2.73317
H: -2.29697 -0.02294 4.02209
H: -1.34590 -0.60738 2.67382
H: -0.53900 1.58415 2.35107
H: -0.56068 1.38429 3.95730
H: 0.55402 0.35282 0.06305
H: -0.59987 -2.01917 1.23102
H: -0.75731 -1.98588 -0.49973
H: 2.02510 -1.24378 0.09173
H: 1.34221 -2.77919 -0.58090
H: 2.76714 -2.84194 1.66072
H: 1.23900 -2.31346 2.43741
H: 1.32561 -3.81494 1.45574
H: -0.29543 1.28518 -1.92841
H: -4.17046 2.44353 -4.69542
H: -4.21378 -0.33568 -3.63781
H: -6.21082 1.22065 -5.36912
H: -5.97632 -0.51893 -5.43645
H: -4.72096 0.64905 -6.09107
C: 4.76062 -6.54178 5.61192
C: 4.28599 -6.60452 4.16416
C: 4.74935 -5.41244 3.31153
O: 4.02614 -4.21145 3.53331
C: 4.45658 -3.45695 4.65397
N: 2.82643 -6.75170 4.14921
H: 4.19616 -5.82013 6.20276
H: 4.63458 -7.51256 6.09146
H: 5.81886 -6.27802 5.66833
H: 4.71894 -7.50517 3.71893
H: 4.57657 -5.66400 2.26080
H: 5.82716 -5.23750 3.41771
H: 5.53682 -3.52877 4.80357
H: 3.93097 -3.77241 5.55753
H: 4.19974 -2.41260 4.47098
H: 2.51853 -6.89228 3.19029
H: 2.42668 -5.85140 4.40399
C: 0.71168 6.26603 1.77515
C: 1.78810 5.66899 2.67576
C: 2.84708 4.85581 1.91318
O: 2.42118 3.56155 1.50447
C: 1.67571 3.53283 0.30992
N: 1.13892 4.87864 3.72693
H: -0.01213 5.52023 1.44313
H: 0.15331 7.03194 2.31295
H: 1.15214 6.73445 0.89181
H: 2.30961 6.50161 3.15613
H: 3.68843 4.68139 2.58804
H: 3.24368 5.41647 1.05763
H: 2.01151 4.28803 -0.40597
H: 0.60937 3.66182 0.52315
H: 1.80908 2.54384 -0.14233
H: 1.84536 4.56095 4.38587
H: 0.79884 4.01930 3.30121